1.
The following is a quantum chemistry calculation of a 2-piece molecular cluster, C3H3O3S overall at a distorted geometry, from OMol25.

Geometry as ORCA input:
```
! RIJCOSX wB97M-V def2-TZVPD def2/J DEFGRID3
* xyz -1 1
C 1.029 0.655 -0.710
C 1.844 -0.073 0.024
C 2.276 1.318 -0.139
O -3.213 0.137 -0.265
O -2.344 -2.287 -0.245
O -2.158 -0.821 1.800
S -2.266 -0.880 0.313
H 0.293 0.769 -1.470
H 2.107 -1.042 0.318
H 2.434 2.223 0.373
*
```

Values from the calculation:
Lowest unoccupied orbital energy (alpha / beta) (eV): 3.618 / 3.749
M (g/mol): 119.1
Relative energy (zero: lowest compared OMol25 entry of this formula, charge and spin) (eV): 5.244

=====

2.
The following is a quantum chemistry calculation of an isolated ion of composition C3H3O5P and charge -2 at a distorted geometry, from OMol25.

Geometry as ORCA input:
```
! RIJCOSX wB97M-V def2-TZVPD def2/J DEFGRID3
* xyz -2 1
O 2.597 -1.379 0.156
C 1.357 -1.312 0.316
C 0.420 0.055 0.091
C 1.066 1.188 -0.082
O 0.644 2.311 -0.387
P -1.375 -0.439 -0.018
O -1.858 -1.005 1.310
O -1.689 -1.078 -1.356
O -2.241 0.970 0.112
H 0.717 -2.172 0.304
H 2.304 1.146 -0.006
H -1.942 1.713 -0.439
*
```

Values from the calculation:
Lowest unoccupied orbital energy (eV): 6.665
M (g/mol): 150.0
Relative energy (zero: lowest compared OMol25 entry of this formula, charge and spin) (eV): 1.033
SMILES string: O=C/C(=C/[O-])[P@](=O)([O-])O

=====

3.
The following is a quantum chemistry calculation of the molecule C3H3P at a distorted geometry, from OMol25.

Geometry as ORCA input:
```
! RIJCOSX wB97M-V def2-TZVPD def2/J DEFGRID3
* xyz 0 1
H -2.596 1.002 -0.475
P -1.695 0.040 -0.951
C -0.485 0.317 0.182
C 0.751 -0.323 0.145
C 1.816 -0.881 0.069
H -0.549 1.178 1.003
H 2.758 -1.333 0.027
*
```

Values from the calculation:
Lowest unoccupied orbital energy (eV): -0.496
M (g/mol): 70.0
Relative energy (zero: lowest compared OMol25 entry of this formula, charge and spin) (eV): 0.000
SMILES string: [H]/P=C/C#C

=====

4.
The following is a quantum chemistry calculation of the molecule C3H3PS at a distorted geometry, from OMol25.

Geometry as ORCA input:
```
! RIJCOSX wB97M-V def2-TZVPD def2/J DEFGRID3
* xyz 0 1
C -1.466 -0.157 -0.209
C -0.115 -0.342 0.153
C 1.052 -0.342 0.456
P 2.695 -0.499 -0.001
S 3.285 1.290 0.503
H -1.401 0.593 -0.998
H -1.977 0.478 0.578
H -2.073 -1.023 -0.482
*
```

Values from the calculation:
Lowest unoccupied orbital energy (eV): -1.233
M (g/mol): 102.1
Relative energy (zero: lowest compared OMol25 entry of this formula, charge and spin) (eV): 0.151
SMILES string: CC#CP=S

=====

5.
The following is a quantum chemistry calculation of C3H4AgFO2 as an isolated structure at a distorted geometry, from OMol25.

Geometry as ORCA input:
```
! RIJCOSX wB97M-V def2-TZVPD def2/J DEFGRID3
* xyz 1 2
O -0.052 1.893 0.014
Ag 2.158 -0.292 -1.536
C 0.597 0.813 0.160
C -0.343 2.865 1.058
H 0.313 2.732 1.922
H -1.382 2.666 1.336
F 0.683 0.462 1.432
C -0.186 4.289 0.447
O 0.256 4.324 -0.822
H -1.175 4.805 0.439
H 0.443 4.901 1.123
*
```

Values from the calculation:
Lowest unoccupied orbital energy (alpha / beta) (eV): -5.875 / -5.880
M (g/mol): 198.9
Relative energy (zero: lowest compared OMol25 entry of this formula, charge and spin) (eV): 1.542

=====

6.
The following is a quantum chemistry calculation of C3H4AuO3 as an isolated structure at a distorted geometry, from OMol25.

Geometry as ORCA input:
```
! RIJCOSX wB97M-V def2-TZVPD def2/J DEFGRID3
* xyz 1 3
H -1.948 -2.475 1.341
O 0.662 0.524 -1.998
O -1.034 -1.955 -0.383
C -1.650 -1.671 0.647
C 0.975 1.586 0.352
O 2.224 1.251 -0.252
C 1.069 0.483 -0.693
H -2.065 -0.656 0.776
H 0.999 1.525 1.448
H 0.464 2.490 -0.010
Au 0.303 -1.102 -1.228
*
```

Values from the calculation:
Lowest unoccupied orbital energy (alpha / beta) (eV): -5.816 / -8.123
M (g/mol): 285.0
Relative energy (zero: lowest compared OMol25 entry of this formula, charge and spin) (eV): 3.435

=====

7.
The following is a quantum chemistry calculation of C3H4BF4INO3 as an isolated structure at a distorted geometry, from OMol25.

Geometry as ORCA input:
```
! RIJCOSX wB97M-V def2-TZVPD def2/J DEFGRID3
* xyz -1 1
O 1.269 -0.675 2.699
C 1.149 -0.249 1.568
C 0.155 -0.836 0.600
N -0.848 0.142 0.159
C -1.826 0.427 1.129
O -1.699 1.171 2.080
O -3.068 -0.119 0.848
I -3.341 -1.936 1.600
H 1.782 0.579 1.222
H -0.336 -1.653 1.111
H 0.647 -1.227 -0.281
H -0.400 1.018 -0.095
B 1.304 0.671 -2.543
F 1.575 -0.629 -2.067
F 0.212 0.642 -3.413
F 0.994 1.489 -1.426
F 2.430 1.185 -3.190
*
```

Values from the calculation:
Lowest unoccupied orbital energy (eV): 1.030
M (g/mol): 315.8

=====

8.
The following is a quantum chemistry calculation of the molecule C3H4BNO2 at a distorted geometry, from OMol25.

Geometry as ORCA input:
```
! RIJCOSX wB97M-V def2-TZVPD def2/J DEFGRID3
* xyz 0 1
C -0.311 1.529 0.058
O 0.521 0.582 -0.587
C 0.331 -0.762 -0.214
C 0.907 -1.389 -1.493
N 1.267 -2.046 -2.350
B -0.210 -1.170 1.242
O -1.012 -1.086 0.199
H -1.280 1.348 -0.185
H 0.075 2.560 -0.204
H -0.027 1.685 1.072
H -0.261 -1.250 2.462
*
```

Values from the calculation:
Lowest unoccupied orbital energy (eV): 0.278
M (g/mol): 96.9
Relative energy (zero: lowest compared OMol25 entry of this formula, charge and spin) (eV): 4.143
SMILES string: CO[C@@]1(C#N)BO1

=====

9.
The following is a quantum chemistry calculation of a 2-piece molecular cluster, C3H4BNO2 overall at a distorted geometry, from OMol25.

Geometry as ORCA input:
```
! RIJCOSX wB97M-V def2-TZVPD def2/J DEFGRID3
* xyz 0 1
C 0.391 -1.630 1.600
C -0.309 -1.557 0.504
C -1.275 -1.181 -0.206
N -1.995 -1.159 -1.209
H 1.096 -2.472 2.052
H 0.615 -0.703 2.203
H -2.284 -0.251 -1.564
O -0.699 2.028 -0.952
B 0.444 2.259 -0.853
O 1.679 2.629 -0.902
H 2.336 2.037 -0.673
*
```

Values from the calculation:
Lowest unoccupied orbital energy (eV): -0.106
M (g/mol): 96.9
Relative energy (zero: lowest compared OMol25 entry of this formula, charge and spin) (eV): 2.814
SMILES string: C=C=C=N.O=BO

=====

10.
The following is a quantum chemistry calculation of C3H4BeO2 as an isolated structure at a distorted geometry, from OMol25.

Geometry as ORCA input:
```
! RIJCOSX wB97M-V def2-TZVPD def2/J DEFGRID3
* xyz 1 2
O -1.239 -0.575 -0.123
C -1.465 0.639 0.307
Be 0.127 1.732 -0.253
O -2.439 1.320 0.107
C 0.182 -0.888 -0.298
H 0.307 -1.841 0.234
H 0.333 -1.050 -1.372
C 1.013 0.240 0.252
H 1.164 0.200 1.341
H 2.017 0.223 -0.195
*
```

Values from the calculation:
Lowest unoccupied orbital energy (alpha / beta) (eV): -7.254 / -7.275
M (g/mol): 81.1
Relative energy (zero: lowest compared OMol25 entry of this formula, charge and spin) (eV): 0.000